Molecular formula: C2H8IN2
Method: DFT, the ωB97M-V functional and the def2-TZVPD basis

Last column: Mulliken charge in e.
Geometry (Å):
C 0.41830 0.97679 0.59672  -0.279
C -0.65202 0.66479 -0.28193  -0.262
N -0.19080 -1.33919 -1.49222  -0.722
N 0.54731 0.12078 1.70654  -0.488
I -2.39805 -0.11158 0.35144  0.337
H 1.29330 0.90636 -0.04588  0.334
H 0.59387 2.18627 0.57174  0.283
H -0.78065 1.28785 -1.31119  0.387
H -0.51847 -1.62529 -2.44196  0.269
H 0.87309 -1.46495 -1.45440  0.301
H -0.63137 -1.95376 -0.76172  0.318
H -0.09979 0.35092 2.48546  0.245
H 1.54528 0.00101 2.07741  0.277

Computed properties:
Energy above the lowest of the compared OMol25 structures with the same formula, charge and spin   3.003 eV
Gap between HOMO and LUMO   8.502 eV
E_HOMO   -14.2 eV
LUMO   -5.70 eV
Total charge   +1